Entry 1:
ORCA calculation (the ωB97M-V functional and the def2-TZVPD basis) on C6H5BrClNO3 in the gas phase.

The geometry in XYZ format:
```
17
Properties=species:S:1:pos:R:3:forces:R:3:mulliken_charge:R:1
O -1.035737 -0.458595 3.057042 -0.4 -0.3 0.5 -0.6123
N -1.090848 -0.883555 1.928772 0.7 0.3 -0.5 1.0190
O -1.760631 -1.819437 1.519622 -0.2 0.0 0.4 -0.5895
C -0.278522 -0.199289 0.938555 0.2 -0.1 -1.9 -0.1967
C 0.186799 1.043734 1.165525 0.0 -1.7 -1.2 -0.2543
C 0.752883 1.700294 0.042740 0.5 2.8 -2.4 -0.2530
C 0.957479 1.111803 -1.152068 1.0 1.0 -1.3 -0.5285
C 0.896689 -0.394218 -1.328589 -0.3 0.5 -0.8 0.5656
Cl 0.825515 -0.871177 -3.072339 0.2 0.3 0.6 -0.1653
Br 2.420116 -1.210496 -0.467724 0.7 -0.2 0.0 -0.0372
C -0.263785 -0.988794 -0.621512 -2.9 2.7 4.8 -0.4447
O -1.515965 -0.602503 -1.199440 1.2 -0.4 -0.6 -0.5135
H 0.201218 1.681646 1.994725 -0.7 -0.1 1.8 0.5264
H 0.882202 2.870512 0.103186 -0.2 -2.6 -0.1 0.2555
H 1.275027 1.718865 -2.078605 -0.5 -1.1 1.7 0.2700
H -0.159264 -1.976764 -0.195166 -0.1 -0.7 -1.2 0.5391
H -2.293174 -0.722026 -0.634721 0.7 -0.4 0.3 0.4194
```
Forces are in eV/Å.

The largest force on an atom is 0.12131 hartree/bohr. The value obtained for the energy relative to the best compared isomer or geometry (same formula, charge and spin) is 51.12 kJ/mol. Its SMILES is O=[N+]([O-])C1=CC=C[C@@](Cl)(Br)[C@@H]1O. As for the HOMO-LUMO gap: 8.41 eV. The energy comes out at -3546.1403 hartree. As for the molar mass: 254.47 g mol⁻¹.



Entry 2:
ORCA calculation (the ωB97M-V functional and the def2-TZVPD basis) on C51H53MoN7O4PS2 as an isolated structure.

The geometry in XYZ format:
```
119
Properties=species:S:1:pos:R:3:forces:R:3:mulliken_spin:R:1
Mo -0.159492 -0.336448 -1.028604 -1.0 -0.4 -1.8 1.8446
C -1.702658 -3.767507 0.357398 0.0 0.0 0.2 0.0107
O -1.497811 -2.359771 0.480338 0.0 -0.1 0.3 -0.0822
C -2.142760 -1.725965 1.506188 0.0 0.0 0.1 -0.0460
C -3.100122 -2.368800 2.288133 0.1 0.0 -0.1 0.0015
C -3.760240 -1.693801 3.300210 0.0 0.0 0.0 -0.0001
C -3.472050 -0.362224 3.538325 0.0 0.0 0.0 -0.0001
C -2.526840 0.279713 2.760649 0.0 0.0 -0.1 0.0018
C -1.847026 -0.379099 1.738723 0.1 0.2 -0.1 0.1124
N -0.854352 0.323315 0.937904 -0.2 0.0 0.1 -0.0350
N -0.667268 1.497689 1.377099 0.0 -0.1 0.2 0.0423
C 0.266946 2.378559 0.963905 -0.2 0.1 -0.2 0.0393
C 1.292464 2.032765 0.079234 -0.2 -0.2 0.0 0.0029
O 1.220363 0.898313 -0.556409 1.0 0.7 0.3 -0.0156
C 2.415989 2.872352 -0.098621 0.0 0.1 0.0 0.0072
C 2.435024 4.077657 0.524757 0.0 0.0 0.0 0.0048
C 1.364025 4.530449 1.353338 0.0 0.0 0.0 0.0063
C 1.384377 5.819336 1.921646 0.0 0.0 0.0 -0.0036
C 0.344909 6.250831 2.701475 0.0 0.0 0.0 0.0061
C -0.747357 5.400807 2.935847 0.0 0.0 0.0 -0.0018
C -0.789289 4.141371 2.392207 0.0 0.0 0.0 0.0044
C 0.267907 3.680893 1.591607 0.0 0.0 0.0 0.0006
H -1.461934 -4.276841 1.289926 0.0 0.0 0.0 0.0040
H -2.735099 -3.987916 0.072261 0.0 0.0 0.0 0.0017
H -1.021222 -4.110370 -0.414964 0.1 -0.1 0.1 -0.0038
H -3.338784 -3.405086 2.112583 0.0 -0.1 0.0 -0.0006
H -4.497364 -2.215572 3.895808 0.0 0.0 0.0 0.0002
H -3.975871 0.181097 4.325724 0.0 0.0 0.0 -0.0001
H -2.295693 1.314587 2.947346 0.0 0.0 0.0 0.0002
H 3.223898 2.536569 -0.733376 0.0 0.0 0.0 -0.0004
H 3.286830 4.734047 0.390075 0.0 0.0 0.0 -0.0001
H 2.230605 6.465718 1.723637 0.0 0.0 0.0 0.0000
H 0.358318 7.243983 3.129232 0.0 0.0 0.0 0.0005
H -1.570571 5.747182 3.547077 0.0 0.0 0.0 0.0000
H -1.647065 3.504990 2.554521 0.0 0.0 0.0 0.0014
C -0.253847 -1.641351 4.642329 0.0 0.0 0.0 -0.0024
C 1.139883 -2.196002 4.785801 -0.1 0.0 0.0 0.0005
C 1.527796 -2.657716 6.047410 0.0 0.0 0.0 0.0008
C 2.797725 -3.145800 6.282040 0.0 0.0 0.0 -0.0003
C 3.724979 -3.181162 5.245952 0.0 0.0 0.0 0.0004
C 3.355008 -2.736377 3.992495 0.0 0.0 0.0 0.0026
C 2.066466 -2.249654 3.739496 0.0 -0.1 -0.1 0.0068
P 1.625432 -1.679836 2.042787 0.0 -0.1 0.0 0.0476
C 3.191211 -0.835054 1.590154 0.0 0.0 0.1 -0.0073
C 4.164967 -1.413156 0.779181 0.1 0.0 0.0 -0.0022
C 5.325381 -0.727154 0.452253 0.0 0.0 0.0 -0.0002
C 5.523757 0.553082 0.945253 0.0 0.0 0.0 0.0003
C 4.564052 1.131728 1.762412 0.1 0.0 0.0 -0.0010
C 3.393863 0.458153 2.098428 0.0 0.0 0.0 0.0000
C 2.404853 1.102907 3.032212 0.0 -0.1 0.0 -0.0004
C 1.680917 -3.226131 1.043763 -0.1 0.0 0.3 -0.0274
C 1.715944 -4.492011 1.624851 0.0 0.0 0.0 -0.0025
C 1.633044 -5.650302 0.857962 0.0 0.1 0.0 -0.0005
C 1.536736 -5.552710 -0.520345 0.0 0.1 0.0 0.0015
C 1.502563 -4.295145 -1.109947 0.0 0.0 0.0 0.0000
C 1.544037 -3.123721 -0.351399 -0.1 0.1 -0.1 0.0271
C 1.511841 -1.794915 -1.018556 0.0 0.1 0.3 -0.0320
H -0.374893 -0.759815 5.275601 0.0 0.0 0.0 0.0001
H -0.996111 -2.373909 4.964337 0.0 0.0 0.0 -0.0002
H -0.482377 -1.348993 3.620099 0.0 -0.1 0.1 0.0079
H 0.808376 -2.622538 6.857701 0.0 0.0 0.0 0.0000
H 3.070399 -3.492039 7.270574 0.0 0.0 0.0 0.0000
H 4.727590 -3.550229 5.417418 0.0 0.0 0.0 0.0001
H 4.079075 -2.766922 3.187535 0.0 0.0 0.0 0.0002
H 4.015698 -2.417329 0.397654 0.0 0.0 0.0 0.0002
H 6.071462 -1.194370 -0.177487 0.0 0.0 0.0 -0.0001
H 6.428328 1.096558 0.704819 0.0 0.0 0.0 0.0000
H 4.724876 2.128475 2.156420 0.0 0.0 0.0 0.0000
H 2.663784 2.145371 3.212544 0.0 0.0 0.0 0.0001
H 2.390608 0.587315 3.996153 0.0 0.0 0.0 0.0007
H 1.386712 1.061972 2.635485 0.2 -0.1 0.2 0.0055
H 1.810003 -4.584361 2.697250 0.0 0.0 0.1 0.0002
H 1.667469 -6.618785 1.339475 0.0 0.0 0.0 -0.0001
H 1.506335 -6.442409 -1.136132 0.0 0.0 0.0 0.0002
H 1.481186 -4.224399 -2.194621 0.0 0.0 0.0 -0.0002
H 1.727020 -1.923811 -2.081085 0.0 -0.1 -0.1 0.0374
H 2.309570 -1.177475 -0.598337 -0.2 0.0 -0.3 0.0018
N -0.971594 -2.156410 -2.239991 0.1 -0.1 0.1 -0.0196
C -1.795611 -2.040784 -3.474649 0.0 0.0 0.0 0.0046
C -1.221856 -0.973520 -4.380475 0.0 0.0 0.0 0.0142
C 0.220563 -1.286946 -4.797008 0.0 0.0 0.1 0.0021
C 1.165392 -0.141253 -4.475734 0.0 -0.1 0.0 0.0054
N 1.091863 0.260470 -3.046622 -0.3 0.0 0.2 0.0040
H -0.174173 -2.753903 -2.428798 0.0 0.0 0.0 0.0168
H -1.506703 -2.659772 -1.536860 0.1 0.2 -0.3 -0.0086
H -2.815940 -1.792471 -3.189377 0.0 0.0 0.0 -0.0022
H -1.813716 -3.014197 -3.972284 0.0 0.0 0.0 -0.0011
H -1.245727 -0.037465 -3.817115 0.0 0.1 -0.1 -0.0099
H -1.869848 -0.832999 -5.246511 0.0 -0.1 0.0 0.0004
H 0.280603 -1.525675 -5.859493 0.0 0.0 0.0 -0.0006
H 0.587422 -2.175093 -4.273342 0.0 0.0 0.0 -0.0013
H 0.931127 0.725568 -5.096930 0.0 0.0 0.0 -0.0009
H 2.188795 -0.431732 -4.714096 0.0 0.0 0.0 -0.0012
H 0.818115 1.243840 -2.992925 0.1 0.0 0.0 -0.0074
H 2.019630 0.234473 -2.638420 0.0 0.0 0.0 0.0089
N -4.824937 3.872621 -6.757275 0.0 0.0 0.0 -0.0001
C -3.919599 3.743860 -5.739427 0.0 0.0 0.0 0.0001
C -4.102517 4.424343 -4.529228 0.0 0.0 0.0 0.0001
C -3.215994 4.251113 -3.486586 0.0 0.0 0.0 -0.0001
C -2.123422 3.404749 -3.637178 -0.1 -0.1 0.0 0.0039
C -1.917634 2.739035 -4.843147 0.0 0.0 0.0 -0.0004
C -2.803891 2.902230 -5.882929 0.0 0.0 0.0 0.0003
S -1.029608 3.146374 -2.301656 0.1 0.1 0.2 0.0089
O 0.329119 3.129092 -2.793666 0.0 0.0 0.0 0.0025
O -1.389373 4.062475 -1.256680 0.0 0.0 0.0 0.0022
N -1.268625 1.606641 -1.821681 0.0 -0.1 0.0 0.0309
C -2.457631 1.083280 -1.520104 -0.1 0.1 0.1 0.0041
S -4.043979 1.748239 -1.388064 0.0 0.0 0.0 0.0051
C -4.628750 0.192046 -0.885433 0.0 0.0 0.0 -0.0045
C -3.625802 -0.701199 -0.824274 0.0 -0.1 -0.1 -0.0025
N -2.396461 -0.202411 -1.197458 0.2 0.1 0.1 -0.0216
H -5.497981 4.616890 -6.714669 0.0 0.0 0.0 0.0000
H -4.566754 3.570120 -7.679342 0.0 0.0 0.0 0.0000
H -4.946225 5.093454 -4.415277 0.0 0.0 0.0 0.0000
H -3.350677 4.780838 -2.552916 0.0 0.0 0.0 0.0002
H -1.043525 2.113229 -4.970369 0.0 0.0 0.0 -0.0014
H -2.637957 2.392899 -6.824359 0.0 0.0 0.0 0.0000
H -5.672653 0.031109 -0.678210 0.0 0.0 0.0 0.0001
H -3.725941 -1.736009 -0.534574 0.0 0.0 0.0 0.0002
```
Forces are in eV/Å.

The largest force on an atom is 0.04029 hartree/bohr. The value obtained for the energy relative to the best compared isomer or geometry (same formula, charge and spin) is 0.00 kJ/mol. As for the net charge: +1. The expectation value of S² is 2.018. Its spin multiplicity is 3. As for the HOMO-LUMO gap (spin up / spin down): 6.66 / 6.49 eV. The energy comes out at -3865.2479 hartree. As for the molar mass: 1019.08 g mol⁻¹.



Entry 3:
ORCA calculation (the ωB97M-V functional and the def2-TZVPD basis) on a 2-piece molecular cluster, C3H11N3O2 overall.

The geometry in XYZ format:
```
19
Properties=species:S:1:pos:R:3:forces:R:3:mulliken_charge:R:1
N 1.837678 -0.840891 -0.157507 0.5 0.0 -0.4 -0.4979
N 0.576809 -1.384923 0.046388 -1.3 0.7 -1.7 0.1494
N 0.203615 -1.282486 1.375284 -0.9 0.1 0.9 -0.5195
C -0.553913 -1.029325 -1.039710 1.0 -2.4 0.6 -0.0991
O -1.732318 -0.806243 -0.327826 0.1 0.4 0.0 -0.5220
O -0.314500 -0.121938 -2.059263 0.2 0.6 0.7 -0.4844
H 1.833866 0.138126 -0.417327 -0.1 0.1 -0.1 0.2108
H 2.331011 -1.381785 -0.861204 -0.1 0.2 0.1 0.2366
H -0.368081 -0.450203 1.563861 0.3 -0.4 -0.2 0.2204
H -0.370637 -2.090299 1.605986 0.2 0.1 0.0 0.2676
H -0.600812 -1.989000 -1.578580 -0.1 0.3 0.1 0.4205
H -2.467701 -0.795084 -0.951991 0.1 -0.1 0.0 0.3366
H -0.481545 0.772237 -1.723965 0.2 -0.2 0.0 0.3037
C -0.150097 1.969479 0.114187 0.2 0.3 1.0 -0.6262
C 0.183964 1.735677 1.386011 0.0 0.5 -1.1 -0.7933
H -1.183308 2.060692 -0.187583 -0.1 0.0 0.0 0.2887
H 0.603681 2.173383 -0.633960 0.1 -0.1 -0.1 0.4167
H 1.214398 1.654856 1.695754 0.1 0.0 0.0 0.2714
H -0.562110 1.667730 2.151446 -0.3 -0.2 0.3 0.4199
```
Forces are in eV/Å.

The largest force on an atom is 0.05202 hartree/bohr. The value obtained for the energy relative to the best compared isomer or geometry (same formula, charge and spin) is 438.83 kJ/mol. Its SMILES is NN(N)C(O)O.C=C. As for the HOMO-LUMO gap: 9.35 eV. The energy comes out at -435.5232 hartree. As for the molar mass: 121.14 g mol⁻¹.



Entry 4:
ORCA calculation (the ωB97M-V functional and the def2-TZVPD basis) on C16H32NdO5S3 as an isolated structure.

The geometry in XYZ format:
```
57
Properties=species:S:1:pos:R:3:forces:R:3:mulliken_spin:R:1
Nd 0.203746 0.107103 0.374323 -0.5 0.1 -0.2 3.0189
C 3.428498 -0.092114 -1.011076 0.7 0.5 -0.6 0.0009
C 3.112540 -1.472846 -0.542481 -0.6 -0.4 0.9 0.0014
O 2.075378 -1.324296 0.498447 0.2 -0.8 -0.4 -0.0060
C 1.940447 -2.514721 1.369233 0.3 0.0 -0.4 0.0003
C 1.685225 -1.895526 2.727922 0.5 -0.8 1.0 0.0020
O 0.483897 -1.092772 2.669745 0.4 0.1 -1.1 -0.0003
C 0.347661 -0.257474 3.815467 -1.5 -0.5 1.7 0.0004
C -0.800450 0.701126 3.569886 0.2 0.5 1.3 -0.0002
O -0.590509 1.349921 2.327033 0.6 1.8 -1.6 -0.0023
C -0.292949 2.827783 2.370367 -0.8 -0.4 1.4 0.0003
C -0.151277 3.289983 0.952943 1.4 -1.2 -0.6 0.0011
O 1.011199 2.473915 0.412674 -1.2 -0.1 0.6 -0.0033
C 1.583198 3.006780 -0.789429 -0.9 0.3 -0.2 0.0009
C 2.576657 2.068535 -1.337737 1.4 -0.7 -0.9 -0.0005
O 2.224676 0.703719 -1.022208 -0.1 -0.2 -0.1 0.0022
H 3.876956 -0.105308 -2.034250 -0.3 0.0 0.7 -0.0004
H 4.128593 0.407453 -0.322101 -0.1 -0.3 -0.2 -0.0002
H 3.972325 -1.920474 -0.023687 -0.1 0.1 -0.6 -0.0002
H 2.719304 -2.138706 -1.312576 0.1 0.0 0.0 -0.0009
H 2.909646 -3.099155 1.276436 -1.3 0.6 0.6 -0.0002
H 1.087194 -3.121188 0.996874 0.6 0.2 0.3 -0.0012
H 2.511769 -1.213345 2.961060 0.0 -0.2 0.0 -0.0001
H 1.616690 -2.655702 3.555069 -0.1 0.6 -0.9 -0.0003
H 1.215595 0.344805 4.031438 0.8 -0.2 -0.1 -0.0004
H 0.096040 -0.907768 4.711776 0.4 0.8 -0.9 -0.0003
H -0.819065 1.483905 4.380513 -0.2 -1.0 -0.6 -0.0003
H -1.751820 0.195150 3.494710 -0.3 -0.1 0.2 -0.0008
H 0.622318 2.937366 2.955487 0.0 0.1 -0.2 -0.0002
H -1.131181 3.331378 2.934637 0.8 -0.5 -0.8 -0.0005
H 0.146540 4.323421 0.770706 -0.5 0.1 0.5 -0.0002
H -1.051781 3.003529 0.396824 0.1 0.3 -0.2 -0.0002
H 2.151930 3.908657 -0.593125 -0.5 0.6 0.1 -0.0001
H 0.773883 3.139325 -1.504541 -0.1 0.5 -0.1 -0.0006
H 3.574833 2.272048 -0.918631 -0.3 -0.2 0.0 0.0000
H 2.673904 2.193866 -2.440439 -0.2 -0.1 0.7 0.0001
C -2.912575 -2.413483 -1.151368 0.3 -2.5 0.4 0.0002
C -3.704100 -1.596945 -0.213981 0.2 1.8 0.4 -0.0002
S -2.918266 0.040394 0.109217 0.0 0.6 0.9 -0.0040
C -3.309425 1.129328 -1.280879 -1.2 -0.8 0.4 0.0011
C -2.737971 0.664927 -2.585936 -0.4 -0.4 -1.2 -0.0016
S -0.933199 0.501473 -2.503423 0.9 -0.2 -0.2 -0.0029
C -0.551649 -1.055258 -3.418212 -0.2 0.2 -0.1 -0.0006
C -0.478739 -2.342434 -2.561113 0.4 -0.8 -0.9 0.0004
S -1.083437 -2.346384 -0.886170 -0.6 -0.3 -0.2 -0.0013
H -3.190554 -2.252957 -2.180871 0.4 0.2 -0.4 0.0000
H -3.200441 -3.481827 -0.922558 0.4 0.9 -0.5 -0.0003
H -3.669162 -1.969310 0.808524 -0.5 -0.3 -0.1 0.0000
H -4.729697 -1.480346 -0.610575 0.4 0.1 0.6 -0.0002
H -3.005815 2.131740 -1.031486 0.1 0.4 0.3 0.0008
H -4.416510 1.095263 -1.242785 0.5 0.4 -0.6 -0.0002
H -2.938803 1.370189 -3.419486 0.0 -0.3 0.6 -0.0002
H -3.176000 -0.308609 -2.876901 0.3 0.5 0.1 -0.0002
H 0.417537 -0.916827 -3.930305 -0.5 0.2 0.3 0.0002
H -1.301815 -1.130999 -4.225613 0.3 0.0 0.4 -0.0001
H 0.550208 -2.676447 -2.463157 0.4 0.3 0.2 -0.0001
H -0.871220 -3.219867 -3.114221 -0.3 0.6 0.3 -0.0002
```
Forces are in eV/Å.

The largest force on an atom is 0.05046 hartree/bohr. As for the net charge: +3. The expectation value of S² is 3.753. Its spin multiplicity is 4. As for the HOMO-LUMO gap (spin up / spin down): 8.22 / 9.43 eV. The energy comes out at -2760.1116 hartree. As for the molar mass: 544.87 g mol⁻¹.